C33H71IO16 | ωB97M-V with the def2-TZVPD basis set

Last column: Löwdin charge in e.
Atoms and positions in Å:
I  0.4941  5.2447  0.5517  0.950
O  3.5523  -6.2675  -3.4681  -0.204
O  -2.8009  5.2375  1.2605  -0.059
O  3.6539  6.8200  7.6294  -0.120
O  1.4954  -1.1989  -8.8442  -0.196
O  0.2762  -5.7516  -3.7470  -0.215
O  -0.1171  3.9108  3.0832  -0.010
O  1.8069  -5.2402  -1.1754  -0.129
O  -1.5041  5.6636  3.0838  0.096
O  -1.0598  -3.8174  2.4139  -0.195
O  2.1693  -4.2539  -7.2063  -0.192
O  3.8109  8.6688  10.0597  -0.195
O  2.9090  -3.6063  -10.0859  -0.121
O  -3.9340  -4.2174  0.6671  -0.192
O  0.8954  7.9911  8.1928  -0.196
O  -2.7212  -1.5017  1.3540  -0.137
O  -0.0051  5.4184  4.7603  0.188
C  2.6177  6.3074  8.4500  -0.183
C  -4.1724  3.1674  1.0102  -0.341
C  -0.4984  5.0537  3.7540  -0.577
C  1.2156  -1.8153  -10.0879  -0.206
C  -5.1393  3.6910  2.0920  -0.039
C  1.5624  -5.4641  -6.8002  -0.100
C  1.2195  6.6277  7.9744  -0.199
C  1.5276  -3.2942  -10.0614  -0.186
C  -2.0230  4.6490  2.1982  -0.422
C  -0.9399  -6.4571  -3.8326  -0.109
C  4.7643  -5.6629  -3.8544  -0.104
C  -2.5266  -2.3023  0.2007  -0.185
C  -5.2908  -4.5452  0.8540  -0.112
C  -3.4357  4.3304  0.3526  -0.145
C  2.1695  -6.5715  -1.5028  -0.182
C  -1.4455  -2.6557  3.1191  -0.206
C  -3.9466  1.7360  -1.0912  -0.066
C  1.5175  -4.3410  -2.2310  -0.179
C  -0.7130  3.9839  1.8004  -0.610
C  0.3286  -3.9244  2.1906  -0.104
C  3.9286  8.2071  7.6826  -0.188
C  3.6653  -3.4005  -8.9058  -0.184
C  -3.7264  -3.1261  -0.2074  -0.203
C  4.4601  8.3239  11.2595  -0.118
C  -4.9000  2.3085  -0.0383  -0.395
C  3.5392  -6.7200  -2.1255  -0.199
C  -5.6084  1.1411  0.6687  -0.065
C  4.6597  8.6587  8.9267  -0.206
C  0.0646  8.5329  7.1912  -0.111
C  1.9641  0.1238  -8.9586  -0.116
C  3.4292  -4.4283  -7.8223  -0.208
C  -2.7749  -2.1356  2.6228  -0.183
C  0.2070  -4.5912  -2.9404  -0.196
H  5.0357  9.6763  8.7505  0.127
H  1.0163  -3.7818  -9.2287  0.121
H  2.1957  -7.0929  -0.5430  0.129
H  1.1326  -3.7155  -10.9892  0.128
H  -4.6132  -2.4808  -0.2345  0.119
H  -3.4096  2.5045  -1.6463  0.068
H  -5.7195  0.2914  -0.0062  0.070
H  -5.8790  -3.6634  1.1334  0.087
H  -4.1551  4.9434  -0.1923  0.147
H  1.7916  -1.3403  -10.8907  0.125
H  -1.6365  -2.9291  0.2891  0.118
H  -2.5461  3.9572  2.8743  0.170
H  0.1473  -1.6966  -10.3162  0.127
H  3.6912  8.1891  12.0184  0.087
H  5.1481  9.1112  11.5904  0.087
H  0.4786  -4.7325  1.4765  0.082
H  -3.4493  2.4893  1.4814  0.133
H  5.0200  7.3873  11.1556  0.087
H  5.0690  -4.8887  -3.1411  0.091
H  -5.3409  -5.2706  1.6641  0.089
H  -0.9512  8.1240  7.2428  0.088
H  3.8103  -7.7843  -2.1032  0.128
H  -1.5453  -2.8931  4.1873  0.128
H  -3.0882  -1.3466  3.3115  0.126
H  -4.5039  1.1298  -1.8057  0.080
H  3.5350  -2.3896  -8.5131  0.120
H  2.7298  5.2220  8.3919  0.128
H  -6.1793  3.5330  1.8085  0.078
H  -5.0005  4.7603  2.2578  0.085
H  1.1717  0.8090  -9.2820  0.087
H  5.5729  -6.3969  -3.9471  0.091
H  3.5107  -5.4325  -8.2548  0.127
H  5.5202  8.0008  9.0967  0.124
H  0.5402  -5.2319  -6.5080  0.083
H  1.1272  6.3771  6.9130  0.107
H  0.0195  9.6089  7.3538  0.086
H  -1.6845  -5.9120  -4.4251  0.089
H  -0.7308  -7.4077  -4.3211  0.090
H  -6.6013  1.4162  1.0244  0.074
H  3.0289  8.8058  7.5251  0.121
H  1.5404  -6.1883  -7.6232  0.090
H  0.8745  -4.1523  3.1129  0.089
H  -0.0032  -3.7183  -3.5743  0.131
H  0.4665  8.3398  6.1909  0.087
H  4.6017  8.3881  6.8405  0.128
H  4.5993  -5.1970  -4.8250  0.071
H  2.7486  6.6016  9.4941  0.119
H  1.4125  -7.0568  -2.1220  0.121
H  -2.3506  -1.5852  -0.6061  0.122
H  2.7991  0.1917  -9.6652  0.088
H  -0.6897  -1.8683  3.0134  0.126
H  2.0732  -5.9049  -5.9378  0.081
H  -3.5483  -3.5057  -1.2238  0.126
H  0.7310  -3.0018  1.7565  0.088
H  -5.0109  0.8068  1.5201  0.082
H  4.7063  -3.5059  -9.2216  0.128
H  -0.7880  3.0152  1.3209  0.102
H  -5.7285  -4.9909  -0.0468  0.088
H  -1.3563  -6.6571  -2.8388  0.088
H  2.3382  -4.2895  -2.9496  0.121
H  4.2223  -4.3148  -7.0688  0.115
H  0.5152  5.9990  8.5372  0.129
H  1.4356  -3.3625  -1.7508  0.127
H  -0.6001  -4.6848  -2.2033  0.120
H  -3.5337  -2.9204  2.6509  0.121
H  -4.9738  3.2046  3.0537  0.085
H  -3.2057  1.0904  -0.6080  0.083
H  4.2712  -6.1676  -1.5249  0.126
H  2.3132  0.4315  -7.9743  0.087
H  -2.6949  3.9825  -0.3721  0.113
H  -5.6587  2.9235  -0.5361  0.141

Summary:
Total energy ... -2801.2435 a.u.
HOMO energy ... -8.77 eV
HOMO-LUMO gap ... 9.06 eV
Energy above the lowest of the compared OMol25 structures with the same formula, charge and spin ... 0.0 kcal/mol